1.
C15H31IP2Re as an isolated structure at a distorted geometry, computed with ωB97M-V/def2-TZVPD.

Total charge ... +2
LUMO energy (alpha / beta) ... -8.439 / -8.202 eV
Spin multiplicity ... 4
ΔE to the lowest compared entry with this formula, charge and spin ... 356.3 kcal per mole
Total energy ... -1647.4777 a.u.
E_HOMO (alpha / beta) ... -13.231 / -13.924 eV

Last column: Mulliken charge in e.
CARTESIAN COORDINATES (ANGSTROEM)
Re 2.474 0.288 -1.850  0.6861
I 0.198 1.082 -0.174  0.0085
P 0.295 -1.695 -5.071  0.7718
P 0.415 1.949 -4.870  0.7013
C 1.561 2.130 -2.150  -1.0596
C -1.752 -2.115 -3.355  -0.9337
C -1.050 2.644 -3.533  -0.1064
C 1.630 3.221 -5.550  -1.0239
C -1.018 -2.795 -6.142  -1.5846
C -1.052 2.646 -5.980  -1.5470
C -2.146 -0.793 -2.751  0.2309
C 0.784 0.751 -6.418  -1.4088
C -0.509 -2.600 -3.619  -0.1557
C -2.194 0.443 -3.699  1.4557
C 1.700 -1.250 -0.225  -0.9657
C -2.076 1.886 -3.136  -1.2227
C -0.123 -0.468 -6.426  -1.0422
C 1.179 -1.066 -2.635  -0.7506
C 1.742 -2.519 -5.705  -1.2383
H -3.092 -0.915 -2.183  0.5768
H -0.025 -3.504 -3.260  0.5755
H -1.164 -3.822 -5.756  0.3963
H -1.225 -0.228 -6.424  0.5812
H 2.191 -1.245 0.813  0.3766
H 2.568 -1.797 -5.688  0.4807
H 1.696 -2.241 -0.809  0.3419
H 0.432 -0.241 -2.847  -0.0200
H 1.884 0.524 -6.420  0.3362
H 0.489 1.384 -7.304  0.6449
H 1.982 -3.435 -5.141  0.3855
H -1.975 -2.241 -6.103  0.4490
H -0.657 -2.796 -7.167  0.5369
H 2.626 2.755 -5.601  0.4630
H -0.721 2.937 -7.001  0.5803
H 1.309 3.485 -6.561  0.4502
H 1.633 4.116 -4.918  0.3870
H -1.388 -0.685 -1.965  -0.3842
H 1.850 2.087 -3.294  0.5431
H 1.832 -1.755 -3.222  0.8176
H -3.143 0.369 -4.183  0.6830
H -1.352 0.295 -4.348  -2.0076
H 1.626 -2.784 -6.768  0.4069
H 0.125 -0.976 -7.391  0.6169
H -1.463 3.543 -5.450  0.4645
H -2.591 -2.876 -3.721  0.3324
H -0.688 3.666 -3.267  0.6843
H -1.837 1.853 -6.015  0.3948
H 0.517 -1.043 -0.108  0.2659
H 1.242 3.333 -2.099  0.3782
H -2.772 2.306 -2.392  0.4468

---

2.
C15H31KO7S3 as an isolated structure at a distorted geometry, computed with ωB97M-V/def2-TZVPD.

Total charge ... +1
LUMO energy (alpha / beta) ... -2.130 / -4.992 eV
Spin multiplicity ... 2
ΔE to the lowest compared entry with this formula, charge and spin ... 0.0 kcal per mole
Total energy ... -2911.0229 a.u.
E_HOMO (alpha / beta) ... -12.482 / -12.482 eV

Last column: Mulliken charge in e.
CARTESIAN COORDINATES (ANGSTROEM)
K 1.479 0.768 -0.615  0.9998
S 4.234 -2.176 0.336  0.8351
S -0.058 -1.850 2.067  1.2097
S -0.967 3.792 -0.363  1.0524
O 0.146 3.030 -0.896  -0.6241
O 3.501 -1.038 -0.228  -0.4541
O 0.982 -0.899 1.644  -0.6129
O 0.122 -3.286 2.099  -0.7015
O 5.296 -2.840 -0.456  -0.6274
O -0.818 4.254 1.005  -0.6970
O -0.624 -0.352 -2.294  -0.2796
C -0.627 -0.373 -3.666  0.3952
C -2.111 -0.228 2.049  -0.2952
C 3.212 -3.695 2.337  -0.8612
C -1.636 -1.423 1.204  -0.6558
C 4.768 -1.972 2.144  -0.9671
C -1.553 4.992 -1.453  -0.7821
C 0.839 0.052 -4.149  -1.1741
C 3.668 -2.387 3.037  0.0254
C -0.823 -1.357 3.737  -0.8772
C 3.071 -3.470 0.876  -0.2421
C -2.069 -0.569 3.493  -0.8085
C -3.366 3.202 -1.611  -0.6987
C -1.761 0.473 -4.388  -1.0701
C -2.462 4.194 -2.389  -0.4462
C -2.509 2.697 -0.408  -0.2133
H 2.270 -4.036 2.766  0.3728
H -0.029 -0.846 4.281  0.3984
H -0.939 -2.357 4.155  0.4703
H -4.208 3.777 -1.225  0.3288
H -2.212 0.214 4.237  0.3575
H -2.008 5.728 -0.790  0.3540
H 3.732 -2.550 4.113  0.3938
H -1.498 0.633 1.783  0.1483
H 4.992 -0.920 2.324  0.5205
H 3.289 -4.277 0.176  0.4893
H -3.143 -0.030 1.761  0.4693
H -2.956 4.850 -3.105  0.4423
H -0.675 5.502 -1.849  0.4832
H -1.771 3.584 -2.971  0.0354
H -0.787 -1.419 -3.927  0.2737
H 2.106 -3.020 0.642  -0.0405
H -3.073 2.801 0.519  0.3835
H -1.380 -1.293 0.153  0.0954
H -2.925 -1.208 3.711  0.3290
H 5.660 -2.575 2.318  0.3845
H -1.863 0.212 -5.441  0.4306
H 1.550 -0.638 -3.694  0.3056
H -3.798 2.349 -2.134  0.3596
H -2.398 -2.202 1.245  0.3768
H -1.586 1.549 -4.358  0.1516
H -2.736 0.141 -4.031  0.3265
H 3.945 -4.446 2.633  0.3867
H 0.973 1.086 -3.831  0.3162
H 2.803 -1.725 2.995  -0.1202
H -2.175 1.661 -0.343  -0.0239
H 0.904 -0.082 -5.229  0.3716

---

3.
C15H31NO3OsP2 as an isolated structure at a distorted geometry, computed with ωB97M-V/def2-TZVPD.

Total charge ... +2
LUMO energy (alpha / beta) ... -8.436 / -8.702 eV
Spin multiplicity ... 5
ΔE to the lowest compared entry with this formula, charge and spin ... 98.6 kcal per mole
Total energy ... -1642.8414 a.u.
E_HOMO (alpha / beta) ... -13.260 / -13.782 eV

Last column: Mulliken charge in e.
CARTESIAN COORDINATES (ANGSTROEM)
Os -0.109 -3.754 1.526  1.1972
P 0.086 -2.446 -0.110  0.5205
P -0.298 1.376 -1.984  0.6852
O -2.654 -1.258 4.217  -0.3335
O -1.526 -2.978 2.595  -0.6630
O -0.678 -0.728 3.344  -0.1924
N -1.654 -1.429 3.558  0.8240
C 1.304 -2.858 2.746  -1.0033
C 1.748 0.851 0.174  0.1515
C 1.533 -3.087 -1.102  -1.2800
C 0.315 0.952 0.382  -2.3296
C -1.969 1.487 0.475  -1.1685
C -0.136 2.057 2.333  -0.5286
C -0.888 0.814 -0.428  2.3678
C 1.206 2.151 2.340  -0.4448
C -1.250 2.530 1.399  -0.4795
C 0.925 2.758 -1.932  -1.3880
C -0.437 -1.183 -2.693  -1.5103
C -1.384 -3.355 -0.766  -1.1557
C -1.666 2.305 -2.742  -1.4819
C 0.319 0.036 -3.021  -0.3400
C 2.264 1.847 1.260  -1.1090
H -2.049 2.939 2.022  0.5684
H 1.239 -3.106 3.835  0.3854
H -1.115 -3.860 -1.697  0.4073
H -2.735 1.993 -0.122  0.4949
H -0.062 -2.086 -3.171  0.6308
H -1.166 -0.285 -0.571  -1.1228
H 2.029 -0.187 0.408  0.1775
H -1.356 2.706 -3.719  0.4987
H -0.582 1.802 3.314  0.3965
H -2.547 1.672 -2.889  0.3953
H 1.294 -1.747 2.631  0.1592
H 3.121 1.405 1.798  0.4863
H 0.853 3.372 -1.023  0.3359
H 1.188 -3.467 -2.081  0.3400
H -0.926 3.377 0.774  0.2700
H 2.256 1.056 -0.768  0.3988
H -2.459 0.693 1.076  0.3970
H -1.941 3.174 -2.120  0.4343
H 1.676 2.395 3.307  0.3707
H 2.251 -2.253 -1.249  0.2474
H 0.160 0.370 -4.063  0.4992
H 2.663 2.758 0.763  0.3455
H -1.523 -1.071 -2.605  0.4685
H 0.156 0.262 1.228  0.8602
H 2.262 -3.266 2.354  0.3737
H 1.407 -0.051 -2.843  0.4466
H -2.178 -2.616 -0.926  0.3121
H 1.975 -3.881 -0.470  0.6051
H 1.967 2.439 -2.055  0.4636
H -1.657 -4.074 0.058  0.5106
H 0.747 3.444 -2.769  0.5051